## w
H3N2O3P | ωB97M-V/def2-TZVPD

Last column: natural (NBO) charge in e.
Atoms and positions in Å:
N (-0.198, -1.157, 0.828)  -0.061
N (-0.681, 1.244, -0.458)  -1.219
O (0.493, -0.585, -1.853)  -1.062
O (1.640, 0.115, 0.397)  -1.031
O (0.031, -2.311, 0.822)  -0.163
P (0.476, 0.030, -0.569)  2.339
H (-0.182, -0.725, 1.896)  0.348
H (-0.466, 1.854, 0.296)  0.410
H (-1.114, 1.534, -1.359)  0.438

Output
Total charge = 0
Kohn-Sham gap = 9.39 eV

=====

## x
H3N2O3P | ωB97M-V/def2-TZVPD

Last column: natural (NBO) charge in e.
Atoms and positions in Å:
N (0.314, -0.318, -1.377)  -0.039
N (0.021, 0.907, 0.955)  -1.198
O (0.700, -1.662, 0.948)  -1.056
O (-1.743, -0.931, 0.178)  -1.048
O (0.615, -0.647, -2.486)  -0.136
P (-0.303, -0.726, 0.508)  2.335
H (0.302, 0.805, -1.389)  0.335
H (-0.712, 1.534, 1.188)  0.412
H (0.807, 1.039, 1.476)  0.396

Output
Total charge = 0
Kohn-Sham gap = 8.72 eV

=====

Stability summary - winner: w; margin: 13.1 kJ/mol.

=====

## w
C2H4BrCl3Si | ωB97M-V/def2-TZVPD

Last column: natural (NBO) charge in e.
Atoms and positions in Å:
C (-1.325, 0.329, 0.587)  -0.673
C (0.181, 0.291, 0.504)  -0.465
Si (0.995, -0.602, -1.038)  1.282
Cl (-0.378, -0.429, -2.505)  -0.350
Cl (2.655, 0.405, -1.534)  -0.331
Cl (0.863, 1.902, 0.831)  0.001
Br (0.778, -0.908, 2.035)  -0.021
H (-1.720, 1.106, -0.066)  0.236
H (-1.740, -0.629, 0.280)  0.229
H (-1.649, 0.538, 1.606)  0.234
H (1.340, -2.003, -0.700)  -0.142

Output
Total charge = 0
Kohn-Sham gap = 10.87 eV

=====

## x
C2H4BrCl3Si | ωB97M-V/def2-TZVPD

Last column: natural (NBO) charge in e.
Atoms and positions in Å:
C (0.804, 0.030, -1.286)  -0.678
C (0.489, -0.343, 0.210)  -0.469
Cl (0.424, -2.222, 0.424)  -0.070
Br (2.017, 0.340, 1.415)  0.031
Si (-1.166, 0.319, 0.864)  1.319
Cl (-2.935, -0.309, -0.116)  -0.330
Cl (-1.367, 0.074, 2.859)  -0.333
H (-0.140, 0.350, -1.783)  0.223
H (1.483, 0.843, -1.451)  0.244
H (1.047, -0.750, -1.945)  0.245
H (-0.656, 1.668, 0.809)  -0.181

Output
Total charge = 0
Kohn-Sham gap = 10.45 eV

=====

Stability summary - winner: w; margin: 79.7 kJ/mol.

=====

## w
C29H32Cl4IrN5O4Si | ωB97M-V/def2-TZVPD

Last column: Mulliken charge in e.
Atoms and positions in Å:
Ir (0.195, -0.022, -0.163)  1.943
O (-0.375, 0.952, 2.018)  -0.484
C (0.600, 0.870, 3.047)  -0.828
C (1.530, -0.283, 2.800)  0.648
C (2.361, -0.729, 3.819)  -0.895
C (3.246, -1.756, 3.555)  -0.384
C (3.280, -2.311, 2.281)  -0.976
C (2.422, -1.808, 1.326)  -0.591
N (1.566, -0.819, 1.591)  0.017
H (-0.588, 1.877, 1.854)  0.260
H (0.105, 0.734, 4.007)  0.395
H (1.194, 1.784, 3.098)  0.397
H (2.313, -0.271, 4.800)  0.516
H (3.906, -2.122, 4.332)  0.459
H (3.957, -3.118, 2.037)  0.548
H (2.401, -2.191, 0.312)  0.563
Cl (-3.708, 3.927, -4.551)  -0.162
C (-3.181, 2.748, -3.434)  0.342
C (-4.129, 1.762, -2.944)  0.481
Cl (-5.738, 1.798, -3.511)  -0.167
C (-3.750, 0.822, -2.038)  -0.143
Cl (-4.844, -0.353, -1.428)  -0.179
C (-2.411, 0.801, -1.545)  -0.337
O (-2.001, 0.005, -0.682)  -0.653
C (-1.442, 1.766, -2.061)  0.547
O (-0.272, 1.698, -1.641)  -0.651
C (-1.889, 2.743, -3.012)  0.012
Cl (-0.742, 3.887, -3.568)  -0.169
N (2.862, -3.000, -3.848)  -0.331
C (1.626, -3.102, -4.367)  0.612
N (1.472, -3.715, -5.543)  -0.374
N (0.547, -2.638, -3.774)  -0.749
C (0.565, -2.038, -2.625)  0.726
N (0.504, -1.538, -1.583)  -0.570
H (3.678, -3.249, -4.378)  0.218
H (2.996, -2.433, -3.027)  0.156
H (2.242, -4.132, -6.033)  0.196
H (0.540, -3.838, -5.896)  0.238
C (5.469, 1.716, -1.990)  -0.952
Si (4.575, 2.358, -0.488)  -0.139
C (5.555, 2.004, 1.056)  -0.921
C (4.218, 4.174, -0.658)  -0.931
C (2.979, 1.459, -0.368)  1.632
C (1.906, 0.892, -0.328)  -0.749
H (6.429, 2.229, -2.119)  0.313
H (4.871, 1.879, -2.892)  0.316
H (5.666, 0.643, -1.899)  0.269
H (6.531, 2.501, 1.021)  0.321
H (5.727, 0.930, 1.176)  0.284
H (5.027, 2.363, 1.946)  0.289
H (5.144, 4.748, -0.767)  0.324
H (3.687, 4.551, 0.221)  0.281
H (3.593, 4.362, -1.535)  0.305
C (-4.351, -6.694, 3.710)  -1.522
C (-3.659, -5.464, 3.191)  0.536
C (-2.492, -5.558, 2.441)  -1.037
C (-1.854, -4.439, 1.926)  0.492
C (-0.589, -4.645, 1.132)  -1.023
C (-2.416, -3.168, 2.178)  0.557
C (-1.837, -1.940, 1.656)  -0.170
O (-0.829, -1.854, 0.961)  -0.410
C (-3.597, -3.055, 2.949)  1.165
C (-4.237, -1.717, 3.263)  -1.734
C (-4.191, -4.202, 3.439)  -0.841
H (-3.724, -7.579, 3.608)  0.360
H (-5.275, -6.867, 3.153)  0.315
H (-4.622, -6.576, 4.761)  0.378
H (-2.064, -6.537, 2.252)  0.307
H (-0.350, -5.707, 1.087)  0.424
H (0.249, -4.114, 1.586)  0.118
H (-0.688, -4.258, 0.117)  0.214
H (-2.367, -1.013, 1.911)  0.160
H (-4.486, -1.162, 2.357)  0.336
H (-3.581, -1.093, 3.873)  0.348
H (-5.159, -1.869, 3.820)  0.376
H (-5.098, -4.120, 4.031)  0.380

Output
Multiplicity = 2
Total charge = +1
Kohn-Sham gap (spin up / spin down) = 6.49 / 6.72 eV

=====

## x
C29H32Cl4IrN5O4Si | ωB97M-V/def2-TZVPD

Last column: Mulliken charge in e.
Atoms and positions in Å:
Ir (1.085, -0.163, 1.245)  2.359
O (0.659, -0.355, 3.407)  -0.558
C (1.517, 0.532, 4.138)  -0.952
C (2.155, 1.585, 3.263)  0.944
C (2.820, 2.653, 3.836)  -0.931
C (3.436, 3.585, 3.019)  -0.394
C (3.365, 3.424, 1.645)  -0.849
C (2.679, 2.345, 1.129)  -0.090
N (2.089, 1.442, 1.929)  0.063
H (-0.236, 0.032, 3.359)  0.286
H (2.289, -0.087, 4.595)  0.324
H (0.952, 1.013, 4.936)  0.507
H (2.850, 2.746, 4.914)  0.512
H (3.962, 4.426, 3.450)  0.434
H (3.823, 4.130, 0.968)  0.485
H (2.570, 2.174, 0.070)  0.387
Cl (-4.697, 4.260, -0.847)  -0.181
C (-3.485, 3.292, -0.116)  -0.092
C (-3.850, 2.383, 0.924)  0.691
Cl (-5.481, 2.291, 1.425)  -0.154
C (-2.902, 1.564, 1.506)  0.102
Cl (-3.332, 0.448, 2.753)  -0.143
C (-1.564, 1.574, 1.077)  -0.700
O (-0.757, 0.681, 1.548)  -0.447
C (-1.138, 2.584, 0.104)  -0.115
O (0.056, 2.732, -0.164)  -0.428
C (-2.183, 3.387, -0.509)  0.478
Cl (-1.682, 4.476, -1.729)  -0.154
N (4.613, -1.367, -1.589)  -0.157
C (5.383, -1.900, -0.637)  0.594
N (6.582, -2.391, -0.965)  -0.362
N (5.043, -1.958, 0.651)  -0.828
C (3.844, -1.563, 0.935)  0.826
N (2.774, -1.213, 1.191)  -0.273
H (4.886, -1.390, -2.556)  0.163
H (3.704, -0.964, -1.381)  -0.014
H (6.925, -2.392, -1.907)  0.200
H (7.135, -2.812, -0.238)  0.250
C (1.693, 2.382, -4.062)  -0.877
Si (1.672, 0.561, -3.661)  -0.147
C (0.166, -0.269, -4.388)  -0.917
C (3.219, -0.250, -4.348)  -1.135
C (1.605, 0.367, -1.836)  -0.759
C (1.411, 0.165, -0.652)  0.596
H (1.726, 2.551, -5.141)  0.355
H (2.560, 2.873, -3.616)  0.317
H (0.799, 2.868, -3.667)  0.202
H (0.183, -0.220, -5.479)  0.425
H (-0.746, 0.225, -4.045)  0.196
H (0.112, -1.320, -4.097)  0.302
H (3.246, -0.130, -5.433)  0.444
H (3.237, -1.323, -4.138)  0.306
H (4.121, 0.220, -3.950)  0.281
C (-6.600, -1.795, -0.096)  -1.571
C (-5.147, -2.014, 0.198)  0.556
C (-4.746, -2.712, 1.334)  -0.759
C (-3.410, -2.873, 1.648)  1.039
C (-3.053, -3.615, 2.912)  -1.891
C (-2.436, -2.311, 0.787)  0.699
C (-1.081, -2.299, 1.246)  -0.586
O (-0.131, -1.774, 0.646)  -1.028
C (-2.825, -1.643, -0.405)  1.339
C (-1.844, -1.081, -1.393)  -1.209
C (-4.176, -1.507, -0.662)  -0.961
H (-7.235, -2.421, 0.527)  0.383
H (-6.821, -2.000, -1.143)  0.384
H (-6.861, -0.751, 0.093)  0.264
H (-5.499, -3.127, 1.993)  0.334
H (-3.953, -4.027, 3.363)  0.387
H (-2.590, -2.956, 3.650)  0.349
H (-2.369, -4.442, 2.724)  0.394
H (-0.880, -2.763, 2.220)  0.475
H (-1.081, -1.809, -1.665)  0.389
H (-1.302, -0.226, -0.987)  -0.172
H (-2.370, -0.765, -2.292)  0.399
H (-4.488, -0.992, -1.563)  0.415

Output
Multiplicity = 2
Total charge = +1
Kohn-Sham gap (spin up / spin down) = 6.83 / 6.87 eV

=====

Stability summary - winner: x; margin: 293.3 kJ/mol.

=====

## w
C3H5IO | ωB97M-V/def2-TZVPD

Last column: natural (NBO) charge in e.
Atoms and positions in Å:
C (0.222, -1.404, 0.657)  -0.156
C (0.124, -0.226, -0.163)  0.601
C (0.405, 1.135, -0.469)  -0.769
O (0.297, -1.377, -0.775)  -0.370
I (-3.223, 0.280, 0.120)  -0.652
H (1.199, -1.495, 1.262)  0.210
H (-0.747, -1.718, 1.169)  0.265
H (1.428, 1.396, -0.592)  0.281
H (0.054, 1.915, 0.310)  0.296
H (0.242, 1.492, -1.519)  0.292

Output
Total charge = 0
Kohn-Sham gap (spin up / spin down) = 6.45 / 5.77 eV

=====

## x
C3H5IO | ωB97M-V/def2-TZVPD

Last column: natural (NBO) charge in e.
Atoms and positions in Å:
C (0.487, -0.749, -0.666)  -0.610
C (0.081, 0.522, -0.546)  0.379
C (0.060, 1.594, 0.447)  -0.163
O (0.199, 1.719, -0.939)  -0.401
H (0.334, -1.218, 0.298)  0.243
H (0.451, -1.282, -1.650)  0.244
H (-0.885, 1.661, 0.980)  0.192
H (0.930, 1.762, 0.997)  0.197
I (3.697, -0.081, 0.020)  -0.223
H (2.221, -0.256, -0.901)  0.142

Output
Total charge = 0
Kohn-Sham gap = 9.58 eV

=====

## y
C3H5IO | ωB97M-V/def2-TZVPD

Last column: natural (NBO) charge in e.
Atoms and positions in Å:
C (0.542, 0.155, 1.260)  -0.104
C (0.409, 0.030, -0.193)  0.086
C (-0.739, -0.659, -0.677)  -0.373
O (0.242, 1.182, 0.440)  -0.460
I (2.268, -0.178, -1.378)  0.035
H (-0.280, -0.138, 1.904)  0.179
H (1.521, 0.282, 1.700)  0.193
H (-1.451, -0.991, 0.106)  0.213
H (-0.810, -0.950, -1.762)  0.235
H (-1.702, 1.265, -1.401)  -0.004

Output
Total charge = 0
Kohn-Sham gap (spin up / spin down) = 8.64 / 9.16 eV

=====

Stability summary - winner: x; margin: 29.2 kJ/mol.